No. 1
90
Properties=species:S:1:pos:R:3 method="wB97M-V/def2-TZVPD" charge=-1 e_homo_ev="-3.96 / -3.94" e_above_lowest_kcal_mol=2.2 spin_multiplicity=2 s2=0.75
Cu 0.827 -2.231 -0.998
C 4.827 -0.081 -0.820
C 3.607 -0.618 -1.274
N 2.779 -1.236 -0.473
C 3.096 -1.413 0.836
C 4.311 -0.946 1.371
C 5.169 -0.248 0.490
C 4.623 -1.190 2.731
C 3.733 -1.903 3.484
C 2.507 -2.366 2.964
C 2.133 -2.116 1.647
N 1.000 -2.517 1.007
C -0.114 -3.060 1.587
C -0.567 -2.917 2.888
C -1.771 -3.519 3.317
C -2.544 -4.273 2.481
C -2.133 -4.434 1.133
C -2.866 -5.171 0.175
C -2.417 -5.268 -1.109
C -1.226 -4.605 -1.464
N -0.527 -3.914 -0.598
C -0.945 -3.825 0.693
H 5.467 0.456 -1.510
H 3.300 -0.528 -2.312
H 6.103 0.147 0.876
H 5.554 -0.822 3.147
H 3.969 -2.123 4.520
H 1.863 -2.957 3.597
H -0.019 -2.296 3.580
H -2.089 -3.366 4.342
H -3.464 -4.735 2.820
H -3.797 -5.640 0.477
H -2.968 -5.815 -1.862
H -0.856 -4.626 -2.486
C 3.680 4.953 -2.670
C 2.864 3.853 -2.037
C 2.158 2.943 -2.806
C 1.354 1.942 -2.252
C 0.683 1.010 -3.242
C 1.229 1.854 -0.852
As 0.183 0.517 0.216
N -0.463 -0.622 -1.048
C -1.786 -0.983 -1.255
C -2.851 -0.745 -0.355
C -4.153 -1.143 -0.643
C -4.464 -1.792 -1.830
C -3.431 -2.041 -2.730
C -2.131 -1.650 -2.458
C -1.262 1.808 0.734
C -1.612 1.841 2.098
C -1.107 0.818 3.097
C -2.494 2.817 2.559
C -3.062 3.753 1.705
C -4.018 4.803 2.217
C -2.752 3.674 0.354
C -1.873 2.716 -0.143
C -1.633 2.667 -1.633
C 1.997 2.742 -0.059
C 2.038 2.677 1.455
C 2.783 3.722 -0.659
H 3.908 4.727 -3.713
H 4.621 5.108 -2.138
H 3.133 5.900 -2.648
H 2.235 2.998 -3.889
H 1.188 1.084 -4.208
H -0.366 1.271 -3.397
H 0.694 -0.023 -2.916
H -2.640 -0.263 0.588
H -4.936 -0.943 0.083
H -5.480 -2.103 -2.047
H -3.642 -2.546 -3.668
H -1.339 -1.841 -3.176
H -0.029 0.891 3.253
H -1.303 -0.197 2.752
H -1.604 0.953 4.060
H -2.752 2.837 3.615
H -4.161 4.715 3.295
H -4.995 4.708 1.738
H -3.648 5.810 2.005
H -3.219 4.369 -0.341
H -2.506 3.044 -2.170
H -1.443 1.646 -1.961
H -0.771 3.277 -1.913
H 2.197 1.657 1.811
H 1.106 3.038 1.895
H 2.850 3.299 1.833
H 3.364 4.389 -0.026
S 0.683 -4.054 -5.105
C 1.074 -3.178 -3.795
N 1.340 -2.553 -2.836


No. 2
95
Properties=species:S:1:pos:R:3 method="wB97M-V/def2-TZVPD" charge=-1 e_homo_ev=-4.56 e_above_lowest_kcal_mol=11.3
Cd 1.895 -0.346 -0.338
N 1.173 -2.302 -3.339
C 2.499 -2.152 -3.657
C 2.877 -1.607 -4.895
C 4.207 -1.547 -5.275
C 5.202 -2.031 -4.434
C 4.834 -2.552 -3.200
C 3.507 -2.608 -2.788
C 3.170 -3.220 -1.466
C 3.517 -4.568 -1.338
C 3.267 -5.260 -0.166
C 2.687 -4.591 0.894
C 2.350 -3.250 0.761
C 2.552 -2.505 -0.414
H 0.983 -2.453 -2.361
H 0.526 -1.620 -3.719
H 2.098 -1.239 -5.555
H 4.471 -1.125 -6.240
H 6.243 -1.985 -4.728
H 5.598 -2.904 -2.515
H 3.989 -5.067 -2.177
H 3.544 -6.303 -0.069
H 2.487 -5.090 1.834
H 2.275 -1.699 2.114
C -5.274 1.484 -4.418
C -5.626 1.341 -2.936
C -6.675 2.384 -2.570
C -6.791 2.590 -1.065
C -5.452 3.003 -0.523
C -5.318 3.913 0.502
C -4.051 4.223 0.984
F -3.953 5.123 1.991
C -2.925 3.640 0.481
C -3.043 2.703 -0.549
C -1.818 2.020 -1.041
O -0.708 2.426 -0.739
C -2.090 0.877 -1.901
C -3.328 0.708 -2.404
N -4.418 1.478 -2.099
C -4.305 2.405 -1.073
C -1.020 -0.120 -2.344
O -1.066 -0.433 -3.550
O -0.265 -0.603 -1.453
H -6.187 1.478 -5.017
H -4.627 0.682 -4.769
H -4.755 2.432 -4.578
H -6.040 0.343 -2.765
H -7.629 2.066 -2.993
H -6.406 3.336 -3.036
H -7.113 1.659 -0.588
H -7.539 3.351 -0.839
H -6.190 4.380 0.945
H -1.940 3.874 0.865
H -3.499 -0.097 -3.108
C -2.050 0.029 2.271
C -1.797 1.160 3.033
C -0.574 1.796 2.925
C 0.391 1.296 2.047
N 0.149 0.172 1.370
C -1.029 -0.436 1.460
C 1.713 1.949 1.815
C 2.017 3.135 2.491
C 3.241 3.756 2.322
C 4.181 3.176 1.483
C 3.864 2.008 0.798
C 2.625 1.367 0.913
H -3.003 -0.483 2.312
H -2.553 1.551 3.704
H -0.388 2.681 3.515
H -1.148 -1.323 0.847
H 1.295 3.596 3.154
H 3.462 4.680 2.847
H 5.155 3.640 1.354
H 4.627 1.579 0.162
N 1.856 -2.607 1.949
C 0.952 -3.163 2.753
N 0.680 -2.455 3.864
C -0.190 -3.037 4.867
C 0.613 -3.405 6.106
O 1.371 -2.304 6.599
C 2.210 -1.753 5.592
C 1.384 -1.293 4.402
H -0.653 -3.922 4.437
H -0.969 -2.316 5.141
H 1.284 -4.240 5.863
H -0.047 -3.703 6.921
H 2.929 -2.509 5.251
H 2.752 -0.927 6.052
H 2.016 -0.813 3.657
H 0.651 -0.558 4.738
Cl 1.783 1.418 -2.836
C 3.453 1.941 -3.122
Cl 4.645 0.724 -2.666
H 3.631 2.839 -2.544
H 3.566 2.109 -4.185